No. 1
37
Properties=species:S:1:pos:R:3:forces:R:3 method="wB97M-V/def2-TZVPD" orbital_gap_ev=9.856 fmax_ev_per_a=1.7
Ar -10.51562 9.44199 2.71305 0.0 -0.1 0.1
O -9.70904 11.81488 5.81606 -0.1 0.1 0.1
H -8.95007 12.26373 6.18853 0.1 0.3 0.1
H -9.34865 11.02017 5.42264 0.6 -0.4 -0.3
O -11.49232 9.69350 6.27254 -0.2 -0.3 0.0
H -11.00995 10.38575 5.82051 -0.2 0.3 0.2
H -11.00149 8.89441 6.08078 0.0 -0.4 0.0
O -12.09815 11.93693 1.77855 -0.8 0.0 0.3
H -12.55223 12.67888 1.37913 -0.1 0.4 -0.1
H -11.33527 11.79279 1.21866 0.9 -0.1 -0.4
O -9.23177 6.80917 5.96332 -0.4 -0.1 0.1
H -8.47612 6.25550 5.76668 0.2 -0.1 0.0
H -8.98280 7.67691 5.64507 0.3 0.4 -0.2
O -14.24116 10.25939 0.74669 -0.6 0.2 -0.4
H -13.84368 9.41401 0.95545 0.1 -0.1 0.2
H -13.65371 10.90452 1.14033 0.4 0.1 0.2
O -10.51406 6.51840 0.70282 0.3 -0.2 -0.2
H -10.60257 5.75939 1.27928 0.2 -0.3 0.1
H -11.30504 7.03364 0.86127 -0.5 0.6 -0.2
O -13.12439 7.75684 0.99443 0.5 -0.2 0.0
H -13.11799 7.09284 1.68384 -0.3 -0.1 0.5
H -13.60932 7.35166 0.27547 -0.2 -0.1 -0.4
O -10.27398 13.17383 3.49434 0.3 0.5 -0.2
H -10.14818 12.51815 4.18027 0.0 0.1 0.4
H -11.10170 12.93121 3.07932 -0.2 -0.2 -0.3
O -8.06098 7.72961 0.78242 0.7 0.4 0.1
H -8.94704 7.39608 0.64141 -0.9 -0.5 0.1
H -7.66792 7.74310 -0.09025 0.2 -0.2 -0.2
O -9.62849 11.43099 0.15129 -1.4 0.6 -0.7
H -8.86591 10.96997 0.50080 0.5 0.0 0.9
H -10.05747 10.78996 -0.41553 -0.2 -0.1 -0.3
O -7.52410 10.35035 1.16665 0.5 0.8 0.3
H -7.88007 9.46197 1.14974 -0.1 -1.2 0.1
H -7.18722 10.49079 0.28176 0.5 0.0 -0.2
O -7.95033 9.57374 4.98970 -0.4 -0.1 0.2
H -7.30261 9.72097 4.30050 0.1 0.0 -0.5
H -7.55712 9.95605 5.77421 0.2 0.0 0.4

No. 2
20
Properties=species:S:1:pos:R:3:forces:R:3 method="wB97M-V/def2-TZVPD" smiles="C=C(CC)NC.O" orbital_gap_ev=9.231 fmax_ev_per_a=0.8
C -1.04702 0.98541 -1.16575 0.1 0.3 -0.5
C -0.21341 0.64479 -0.18261 -0.3 -0.2 -0.6
C 1.13731 -0.00397 -0.36995 -0.1 -0.3 -0.3
C 1.50623 -0.45849 -1.79982 0.0 0.3 0.5
N -0.59896 0.98266 1.13600 0.2 -0.2 0.1
C 0.10354 0.36677 2.24512 0.1 -0.4 -0.2
H -1.95831 1.50766 -0.92881 -0.3 0.0 0.2
H -0.86533 0.90140 -2.23210 0.3 -0.2 0.3
H 1.83317 0.75615 -0.01959 0.4 -0.1 0.1
H 1.24781 -0.87778 0.28239 -0.1 0.3 0.1
H 1.66445 -1.53851 -1.81868 -0.1 0.2 -0.2
H 0.73371 -0.16822 -2.49564 -0.2 -0.3 -0.3
H 2.41189 0.04059 -2.13769 0.1 -0.1 0.0
H -0.70260 1.98016 1.20484 -0.1 0.1 0.3
H 0.01793 -0.72394 2.18437 -0.2 0.1 0.0
H -0.33724 0.66019 3.18919 -0.1 0.2 0.1
H 1.17468 0.55412 2.24906 0.2 0.3 0.2
O -2.01129 -2.25876 0.15135 0.4 0.3 0.4
H -2.73801 -1.67080 -0.08352 0.2 0.0 0.0
H -1.35855 -1.67943 0.59184 -0.6 -0.3 -0.4

No. 3
9
Properties=species:S:1:pos:R:3:forces:R:3 method="wB97M-V/def2-TZVPD" orbital_gap_ev="8.406 / 5.598" fmax_ev_per_a=1.7
C -1.63336 0.18564 -0.55619 -0.3 0.0 0.9
Si 2.00049 0.02483 0.17193 0.2 0.5 -0.5
S -2.54930 -1.03171 0.29026 -0.2 -0.8 -0.1
Br 2.75464 2.12698 0.53476 -0.2 -0.5 0.2
Br 2.86292 -0.41580 -1.88057 -0.3 -0.2 0.5
Br 2.72843 -1.39686 1.72642 0.0 0.2 -0.2
H -1.65247 1.16801 -0.07181 0.4 -0.3 -0.9
H -1.11359 -0.13219 -1.49802 -0.8 0.5 1.2
H -3.39776 -0.52890 1.28322 1.1 0.5 -1.1

No. 4
26
Properties=species:S:1:pos:R:3:forces:R:3 method="wB97M-V/def2-TZVPD" orbital_gap_ev="3.112 / 11.234" fmax_ev_per_a=1.7 s_squared=0.751 spin_multiplicity=2
C -0.28805 -2.44622 -0.45788 0.2 -1.7 0.1
N -0.73998 -1.06775 -0.60692 -1.0 0.3 -0.9
H -0.23360 -2.74754 0.58211 0.1 0.6 0.3
H -0.98563 -3.16262 -0.88878 -0.2 0.4 -0.4
H 0.68318 -2.63775 -0.90324 0.1 0.5 -0.1
H -0.07791 -0.38655 -0.18395 -0.2 0.1 0.0
H -1.68540 -0.95467 -0.22236 0.4 0.1 0.9
H -0.92929 -0.79337 -1.58262 0.8 0.0 -0.1
H -0.14856 1.43536 1.31112 0.1 0.1 0.0
H -0.45400 2.68962 0.47396 0.1 -0.1 0.0
O -0.52386 1.72752 0.46244 -0.1 -0.2 0.1
H -1.96775 -1.74250 2.65825 0.0 0.0 0.0
H -0.99374 -0.56528 2.55363 0.1 0.0 -0.3
O -1.65144 -1.07327 2.03955 0.0 0.0 0.3
H -1.75390 1.01947 -3.98344 0.3 -0.3 0.1
H -2.89386 1.28874 -3.04404 -0.1 -0.2 0.2
O -2.16986 0.66750 -3.18608 -0.2 0.3 -0.2
H 0.20857 2.42603 -3.24463 0.4 0.0 0.2
H 1.62422 1.75064 -3.20834 -0.2 0.2 0.1
O 0.67750 1.58445 -3.29599 -0.1 -0.3 -0.2
H 3.81765 0.87252 1.36789 0.0 -0.4 -0.1
H 3.27955 1.21818 2.70063 -0.1 -0.2 0.2
O 3.57530 0.44274 2.20274 0.3 0.5 -0.2
H 1.26825 0.35199 3.58579 0.0 0.0 0.0
H 1.48659 -0.22072 2.16817 0.1 0.2 0.0
O 0.87603 0.32347 2.70199 -0.6 -0.1 0.0

Record order is preserved below.
E: -39314.426 -8932.423 -229926.274 -15101.285 eV